C6H7N | ωB97M-V/def2-TZVPD

The geometry in ORCA input format:
```
! wB97M-V def2-TZVPD RIJCOSX def2/J DEFGRID3
* xyz 0 1
C -1.80 2.40 0.38
C -1.51 1.19 0.76
C -1.65 -0.24 0.81
C -0.67 0.30 1.52
H -1.11 3.27 0.53
H -2.51 2.53 -0.39
H -2.36 -1.07 0.76
H 0.19 0.07 2.02
C 2.43 -1.84 -0.54
C 1.67 -0.77 -0.66
N 1.25 -1.76 -1.57
H 3.21 -2.55 -0.68
H 1.18 0.12 -0.41
H 1.69 -1.65 -2.53
*
```

**LUMO energy**: 0.93 eV
**Strongest force on any atom**: 0.06843 hartree/bohr
**Calculated total energy**: -7817.3008 eV
**HOMO level**: -8.15 eV
**Structure (SMILES)**: C=C1C=C1.C1=CN1
**Relative energy (zero: lowest compared OMol25 entry of this formula, charge and spin)**: 8.346 eV

natural (NBO) atomic charge list, values in e, 6 entries: atom 1 (C): -0.56, atom 2 (C): 0.00, atom 3 (C): -0.15, atom 4 (C): -0.16, atom 5 (H): 0.20, atom 6 (H): 0.20